# 1
The following is a DFT calculation (the ωB97M-V functional and the def2-TZVPD basis) of one molecule with the formula C12H8N6 at a distorted geometry.

Structure (XYZ):
```
26
Properties=species:S:1:pos:R:3:forces:R:3
N -0.412043 -0.396157 -1.589744 0.29 0.69 4.10
C 0.705713 0.813812 2.348638 0.17 0.48 0.82
N 0.760162 0.770763 0.084577 0.26 0.14 0.06
C 0.148609 0.222500 1.222526 -0.96 -1.14 -0.45
C -0.827866 -0.762425 1.426377 -0.11 -0.26 -1.72
H 2.060147 1.698088 -2.092335 0.74 0.90 0.21
N -3.040614 -2.880981 3.233003 2.25 1.69 -0.55
H -1.944286 -2.153879 -2.494394 -0.02 -0.02 -0.10
H -1.512528 -1.723664 -4.125447 -0.54 -0.46 -0.12
C -2.168073 -2.131733 2.999263 -2.05 -1.27 0.24
N -0.035817 -0.104557 -3.846520 1.49 2.03 -2.09
C -0.560578 -0.469753 3.769473 1.29 1.71 0.77
H 1.462894 1.328696 -4.385094 -0.49 -0.48 0.09
H 2.330571 2.239419 -0.120113 0.14 0.30 -0.34
C 1.699002 1.718725 0.558306 -0.52 -0.77 -0.13
N -1.650821 -1.463596 -3.164933 -0.85 -0.94 -0.28
C -0.665557 -0.628909 -2.823547 0.43 0.16 -1.35
H -0.835941 -0.764145 4.788013 0.27 0.35 -0.29
C 0.532685 0.485624 -1.272718 -0.93 -0.91 -0.06
H 2.258121 2.399383 2.536418 0.41 0.32 0.23
C 0.907547 0.826215 -3.582541 -1.09 -1.73 -0.60
C -1.181686 -1.109843 2.712920 0.09 -0.25 0.13
N 0.359479 0.528128 3.611558 -1.08 -1.62 0.14
H -1.309649 -1.294849 0.602775 0.31 0.42 0.16
C 1.230677 1.085220 -2.295614 0.98 0.94 1.01
C 1.689853 1.767920 1.899155 -0.49 -0.27 0.13
```
Forces are in eV/Å.

# 2
The following is a DFT calculation (the ωB97M-V functional and the def2-TZVPD basis) of C12H9AuN2S3 as an isolated structure.

Structure (XYZ):
```
27
Properties=species:S:1:pos:R:3:forces:R:3
S 2.766264 -0.150990 -0.138629 -0.45 0.01 0.17
C 2.245602 -0.268244 1.520265 -0.27 -0.03 -0.07
C 2.135230 -0.350714 5.360985 -0.02 0.00 0.00
C -0.248975 -0.747174 5.350207 0.00 0.01 -0.01
C -1.941218 0.143501 -5.823129 0.01 -0.01 0.01
C 2.098020 -0.331523 3.971639 0.05 0.00 0.02
H -1.204458 -0.885966 3.424054 0.00 0.02 -0.01
S 3.390090 -0.095675 2.837441 0.12 0.03 -0.03
H -1.164872 -0.906196 5.904602 0.00 -0.01 0.01
H -0.524339 1.570970 -2.562855 0.00 0.01 0.00
H -2.336484 -0.359806 -6.692510 -0.03 0.00 0.01
N -1.803637 -0.615316 -4.706293 -0.06 -0.05 0.01
H 3.065574 -0.207959 5.894834 0.00 0.01 0.00
N 1.018565 -0.484621 1.885565 0.08 0.03 0.10
H -2.074963 -1.589804 -4.730268 0.02 0.00 -0.03
C -0.923349 1.188176 -3.490301 0.06 -0.02 -0.02
S -1.261522 -1.269907 -2.222710 0.05 0.12 0.00
C -1.573715 1.448168 -5.803937 0.01 0.00 0.01
H -0.762454 3.012659 -4.552975 0.01 0.00 0.00
H -1.673753 2.054261 -6.690536 0.00 0.00 0.00
Au 0.615286 -0.559118 -1.019413 0.42 -0.16 -0.16
C -1.056083 1.972227 -4.598790 -0.01 0.00 -0.03
C -1.308761 -0.173790 -3.522035 -0.05 0.05 0.10
H 0.953191 -0.578710 7.125913 0.00 0.01 0.00
C -0.282275 -0.732958 3.968904 -0.02 -0.02 0.03
C 0.950203 -0.558734 6.044079 0.01 0.00 -0.02
C 0.902821 -0.522757 3.265906 0.05 0.00 -0.10
```
Forces are in eV/Å.

# 3
The following is a DFT calculation (the ωB97M-V functional and the def2-TZVPD basis) of C12H9Cl3F3GeOS2Ti as an isolated structure.

Structure (XYZ):
```
32
Properties=species:S:1:pos:R:3:forces:R:3
C 1.777080 1.770132 -1.244974 0.00 0.00 0.00
S -2.826687 -3.726872 -1.364443 0.01 0.04 0.13
C 2.178865 3.397166 0.467377 0.01 0.00 0.04
O -4.621798 -1.887410 -1.373517 0.00 -0.07 0.00
S -2.293087 -0.925437 -0.564607 -0.03 -0.05 0.07
C 1.918778 1.088892 1.065397 0.00 0.03 -0.03
H -6.188047 -0.626935 -1.462038 0.00 0.01 0.00
C 2.137626 2.401300 1.436326 0.01 -0.01 0.00
Ge 0.902346 -4.279682 2.588643 -0.02 -0.02 0.26
Cl -0.202643 -4.674256 4.465118 0.07 0.04 -0.18
C -5.144282 -0.560795 -1.175126 0.00 -0.02 0.00
H 1.632853 1.515480 -2.285903 0.00 0.00 0.00
H 1.876514 0.306283 1.810035 0.00 -0.01 0.00
Cl -0.058260 -2.104040 2.162591 -0.18 -0.09 -0.18
F 3.737977 4.976287 1.265145 -0.01 0.00 0.00
H -4.614183 0.148727 -1.807324 0.00 0.00 0.00
H 1.420544 -3.861557 -0.940418 0.00 -0.01 -0.02
C 2.451619 4.809850 0.897383 0.00 0.00 -0.02
C 1.488142 -0.596028 -0.658433 -0.05 0.02 0.01
C 1.735398 0.762552 -0.282223 0.02 -0.04 0.09
C 2.001070 3.084692 -0.870466 -0.01 -0.02 -0.03
C -3.358830 -2.129137 -1.123338 -0.07 0.23 -0.18
Cl -0.792804 -5.112982 1.093606 -0.04 0.18 -0.16
F 1.701039 5.161692 1.957571 0.00 0.00 0.01
H 0.534812 -3.181266 -2.346464 0.01 -0.01 0.00
H 2.031928 3.863616 -1.619163 0.00 0.01 0.01
H -5.046874 -0.275794 -0.129715 0.00 0.01 0.00
C 1.270518 -1.740678 -0.974526 -0.17 0.01 -0.19
Ti -0.903818 -2.905856 -0.096943 0.13 -0.12 0.52
C 0.777155 -3.052248 -1.290936 0.32 -0.13 -0.16
H 2.272993 2.655341 2.479395 0.00 0.01 0.00
F 2.204070 5.698963 -0.078044 0.01 0.00 0.01
```
Forces are in eV/Å.

Expectation value of S²: 0.76
Spin multiplicity: 2

# 4
The following is a DFT calculation (the ωB97M-V functional and the def2-TZVPD basis) of C12H9MnN6O2S as an isolated structure.

Structure (XYZ):
```
31
Properties=species:S:1:pos:R:3:forces:R:3
H 0.509235 -2.862490 2.712629 0.02 0.01 0.00
H -1.605398 -3.568713 -1.701903 0.00 0.01 -0.01
N 2.259134 1.459037 1.560403 0.23 0.22 0.38
C 0.037414 -3.026458 1.754079 -0.12 -0.09 -0.10
N -1.914870 3.030899 1.364287 0.01 -0.06 -0.04
O -0.495037 1.513438 0.501503 -0.07 -0.12 -0.02
N -0.054012 4.999640 3.676124 -0.01 -0.03 0.04
C -1.387635 -4.323013 0.285541 0.03 0.07 -0.04
Mn 1.348266 0.482457 0.016701 -0.36 -0.02 -0.17
H -0.958168 -4.811793 2.335257 0.00 -0.01 -0.01
C -0.699876 2.460947 1.300442 0.04 0.17 0.10
N 1.536075 2.071553 -3.996734 -0.01 -0.11 0.01
O 1.101346 -1.095216 0.961724 -0.17 -0.07 -0.12
H 0.931655 1.835494 -4.764978 0.01 0.01 -0.01
H 1.930243 2.992781 -3.968343 0.01 0.01 0.06
C 0.170684 4.080931 3.016040 0.01 0.03 -0.09
C 1.381432 1.366865 -2.844342 -0.12 0.14 -0.37
S 2.255621 1.967770 -1.454611 0.03 -0.03 0.03
H -2.109376 3.784497 1.999877 0.01 0.01 0.00
N 0.630670 0.314540 -2.881010 0.15 -0.05 0.53
C 0.342915 2.978114 2.156574 0.01 -0.12 -0.01
H -2.633020 2.681706 0.756383 -0.03 0.01 0.00
N 0.563274 -0.323942 -1.636861 0.07 0.02 -0.19
C -0.102072 -1.426681 -1.640390 -0.03 -0.03 0.06
C 0.280662 -2.104683 0.726013 0.32 0.21 0.25
C -1.154127 -3.423363 -0.727832 0.00 -0.10 0.12
H -2.022235 -5.182687 0.124539 -0.01 0.00 0.00
C -0.781781 -4.110772 1.528767 0.00 -0.01 0.08
C -0.325274 -2.307818 -0.523914 -0.05 0.11 -0.33
H -0.535775 -1.700159 -2.599565 -0.01 -0.03 0.02
C 1.500029 2.247117 1.963601 0.05 -0.15 -0.17
```
Forces are in eV/Å.

Expectation value of S²: 6.08
Spin multiplicity: 5

| no. | total energy (Ha) |
| --- | --- |
| 1 | -790.64111 |
| 2 | -1902.49806 |
| 3 | -5940.99309 |
| 4 | -2490.95680 |